Entry 1:
The following is a DFT calculation (wB97M-V/def2-TZVPD) of a cluster of 2 separate species, C38H33NO2Si in total.

Summary:
- SMILES string = c1ccc([Si](c2ccccc2)(c2ccccc2)[C@@H]2CCCN2)cc1.O=C1C(=Cc2ccccc2)C(=O)c2ccccc21
- frontier orbital gap (hartree) = 0.263
- F_max (Eh/bohr) = 0.0441
- net charge = 0
- lowest unoccupied orbital energy (eV) = -0.784
- HOMO energy (eV) = -7.9295

Each line ends with the Mulliken charge.
Atoms and positions in Å:
Si 6.872 -2.414 -0.195  -0.033
O 0.495 0.898 -1.489  -0.664
O 2.779 0.477 2.679  -0.677
N 5.119 -0.576 -1.236  0.471
C 7.971 -0.847 3.498  -0.728
C 5.089 -4.156 -1.490  0.182
C 6.581 1.173 -1.909  -0.836
C 6.938 -1.423 1.372  0.732
C -0.652 3.014 0.464  -0.457
C 3.650 -4.816 0.805  -0.789
C 0.893 1.082 -0.338  0.057
C 4.028 -5.061 -1.573  -0.888
C 4.704 -3.901 0.893  -0.476
C -0.978 3.846 1.539  -0.471
C 2.565 -0.816 0.019  -0.285
C 0.364 2.082 0.628  0.059
C 0.706 2.773 2.932  -0.401
C 9.704 -2.785 -0.449  -0.123
C 1.416 -2.526 -3.153  -0.923
C 6.966 0.097 3.746  -0.599
C 1.130 -2.800 -0.396  -0.191
C 9.497 -5.549 -0.850  -0.692
C 3.315 -5.396 -0.419  -0.396
C 10.858 -3.556 -0.648  -0.737
C 7.947 -1.619 2.329  -0.797
C 5.430 -3.584 -0.258  0.422
C 1.917 -1.749 -0.911  0.025
C 7.387 -0.151 -1.920  -0.289
C 1.965 0.348 0.400  1.046
C 0.510 -3.707 -1.245  -0.709
C -0.306 3.719 2.773  -0.484
C 8.435 -3.390 -0.452  0.423
C 2.014 -1.596 -2.305  0.615
C 5.948 0.283 2.808  -0.923
C 10.757 -4.938 -0.852  -0.480
C 8.348 -4.781 -0.631  -0.217
C 5.959 -0.451 1.621  0.193
C 6.366 -1.249 -1.583  0.218
C 2.066 0.897 1.779  -0.122
C 0.659 -3.579 -2.631  -0.539
C 5.097 0.771 -1.791  -0.706
C 1.045 1.974 1.849  0.111
H 8.713 -2.376 2.151  0.453
H 8.780 -0.984 4.218  0.375
H 3.764 -5.490 -2.538  0.426
H 0.164 -4.289 -3.299  0.383
H 4.292 -1.128 -1.433  -0.604
H 3.386 -1.181 0.636  0.213
H 6.858 1.747 -1.015  0.332
H 4.521 1.446 -1.141  0.249
H 2.529 -0.716 -2.698  0.411
H 7.822 -0.367 -2.903  0.348
H 4.960 -3.432 1.845  0.397
H -1.165 3.075 -0.493  0.482
H -0.079 -4.521 -0.820  0.456
H 2.472 -6.085 -0.489  0.408
H 8.202 -0.120 -1.185  -0.073
H 1.038 -2.876 0.689  0.468
H 6.763 1.783 -2.801  0.345
H 5.650 -3.904 -2.396  0.331
H 6.215 -1.902 -2.464  0.332
H 9.404 -6.624 -1.017  0.397
H -0.576 4.367 3.605  0.395
H -1.753 4.601 1.427  0.392
H 4.603 0.759 -2.781  0.446
H 11.654 -5.541 -1.012  0.366
H 9.796 -1.709 -0.283  0.297
H 5.127 0.975 2.988  0.439
H 3.076 -5.062 1.700  0.390
H 6.968 0.686 4.665  0.375
H 1.245 2.639 3.867  0.489
H 1.521 -2.397 -4.232  0.424
H 7.372 -5.268 -0.595  0.281
H 11.840 -3.078 -0.641  0.384
H 5.188 -0.244 0.879  0.274

=====

Entry 2:
The following is a DFT calculation (wB97M-V/def2-TZVPD) of a cluster of 2 separate species, C2H5N4O in total.

Summary:
- frontier orbital gap (hartree) = 0.367
- F_max (Eh/bohr) = 0.0919
- net charge = +1
- lowest unoccupied orbital energy (eV) = -4.423
- energy relative to the best compared isomer or geometry (same formula, charge and spin) (kcal per mole) = 69.3
- HOMO energy (eV) = -14.4094

Each line ends with the natural charge from an NBO analysis.
Atoms and positions in Å:
O 0.509 1.216 -1.754  -0.560
N -0.336 -0.690 0.185  -0.413
N 0.841 3.528 -1.486  -0.745
N 0.417 -1.839 0.305  -0.591
N -1.882 0.081 1.824  -0.446
C 0.719 2.342 -1.687  0.872
C -1.070 -0.120 1.055  0.720
H 1.102 -1.753 1.023  0.385
H -0.633 -0.729 -0.812  0.474
H -2.153 0.719 2.572  0.477
H 1.709 4.022 -1.604  0.435
H 0.913 -1.960 -0.578  0.393

=====

Entry 3:
The following is a DFT calculation (wB97M-V/def2-TZVPD) of a structure of composition C14H15N3O3S3.

Summary:
- frontier orbital gap (hartree) = 0.323
- F_max (Eh/bohr) = 0.0218
- net charge = 0
- lowest unoccupied orbital energy (eV) = 0.169
- energy relative to the best compared isomer or geometry (same formula, charge and spin) (kcal per mole) = 0.0
- HOMO energy (eV) = -8.6175

Each line ends with the natural charge from an NBO analysis.
Atoms and positions in Å:
S 3.505 2.256 0.403  0.355
S 4.504 -0.437 1.420  0.631
S 2.175 -2.713 -1.071  0.292
O -5.628 0.238 0.662  -0.511
O -4.951 -1.876 0.311  -0.610
O 0.327 3.621 -0.436  -0.594
N 0.456 1.349 -0.694  -0.649
N 2.779 -0.206 -0.426  -0.572
N 3.903 -1.811 0.756  -0.668
C 0.946 2.611 -0.676  0.666
C -1.887 1.775 -0.107  -0.282
C -3.144 1.266 0.147  -0.134
C 2.436 2.659 -1.025  -0.611
C -0.840 0.911 -0.425  0.252
C -4.711 -0.692 0.354  0.789
C -7.732 -0.426 -0.373  -0.634
C -1.072 -0.465 -0.487  -0.279
C 3.033 -1.512 -0.171  0.199
C 2.876 -4.204 -0.319  -0.727
C -2.329 -0.966 -0.232  -0.135
C -6.952 -0.223 0.919  -0.073
C -3.379 -0.106 0.089  -0.201
C 3.501 0.536 0.365  -0.130
H 1.133 0.601 -0.859  0.437
H -8.753 -0.715 -0.141  0.215
H 2.396 -5.049 -0.800  0.234
H 2.667 -4.194 0.745  0.236
H -7.745 0.494 -0.953  0.209
H -6.899 -1.163 1.478  0.199
H -2.523 -2.026 -0.276  0.236
H -3.955 1.932 0.394  0.230
H -7.408 0.553 1.537  0.187
H -1.706 2.836 -0.061  0.256
H 2.693 1.973 -1.831  0.249
H 3.947 -4.217 -0.493  0.235
H 2.703 3.682 -1.286  0.263
H -7.269 -1.211 -0.965  0.224
H -0.259 -1.132 -0.740  0.216

=====

Entry 4:
The following is a DFT calculation (wB97M-V/def2-TZVPD) of the molecule C9H19NO.

Summary:
- SMILES string = CCCCNC[C@@H]1CCCO1
- frontier orbital gap (hartree) = 0.352
- F_max (Eh/bohr) = 0.0123
- net charge = 0
- lowest unoccupied orbital energy (eV) = 1.066
- energy relative to the best compared isomer or geometry (same formula, charge and spin) (kcal per mole) = 25.8
- HOMO energy (eV) = -8.5159

Each line ends with the natural charge from an NBO analysis.
Atoms and positions in Å:
O -0.392 0.802 1.098  -0.544
N 0.974 -1.851 0.129  -0.622
C -1.544 -0.569 2.663  -0.428
C 0.888 -0.696 -2.107  -0.413
C 1.546 0.374 -2.977  -0.390
C -1.595 1.448 1.455  -0.062
C 1.224 1.790 -2.515  -0.606
C -1.958 0.891 2.829  -0.428
C 1.512 -0.792 -0.708  -0.231
C -0.354 -1.615 0.662  -0.235
C -0.341 -0.488 1.706  0.081
H 0.610 -0.548 2.251  0.189
H 1.681 2.518 -3.182  0.206
H -0.177 -0.473 -2.017  0.194
H 2.629 0.225 -2.971  0.192
H -1.283 -1.049 3.603  0.221
H 0.981 -2.725 -0.390  0.350
H 2.586 -0.979 -0.809  0.185
H 1.370 0.145 -0.172  0.214
H -2.352 -1.134 2.194  0.200
H -2.386 1.216 0.725  0.156
H -1.410 2.523 1.446  0.191
H 0.987 -1.669 -2.601  0.192
H -0.669 -2.537 1.160  0.198
H 0.148 1.953 -2.514  0.200
H 1.202 0.251 -4.007  0.198
H -3.012 1.015 3.068  0.214
H 1.594 1.965 -1.509  0.205
H -1.355 1.375 3.598  0.204
H -1.103 -1.364 -0.107  0.168

=====

Entry 5:
The following is a DFT calculation (wB97M-V/def2-TZVPD) of a structure of composition C3H4AgO4.

Summary:
- frontier orbital gap (spin up / spin down) (hartree) = 0.166 / 0.289
- F_max (Eh/bohr) = 0.0792
- 2S+1 = 2
- net charge = 0
- lowest unoccupied orbital energy (spin up / spin down) (eV) = -1.183 / -1.182
- energy relative to the best compared isomer or geometry (same formula, charge and spin) (kcal per mole) = 39.8
- HOMO energy (spin up / spin down) (eV) = -5.6902 / -9.0410

Each line ends with the Löwdin spin population.
Atoms and positions in Å:
Ag 0.986 2.220 0.292  0.006
O -0.297 0.342 -0.330  0.020
O 2.418 0.590 0.631  0.279
O -2.129 1.464 -0.423  0.003
O -2.223 -0.780 -0.653  0.001
C 0.457 -0.844 0.195  0.144
C -1.597 0.245 -0.527  0.009
C 1.891 -0.548 0.228  0.456
H 2.588 -1.408 0.179  0.027
H 0.950 -1.547 -0.723  0.020
H -0.052 -1.136 1.123  0.034
H -2.991 1.402 0.008  0.001

=====

Entry 6:
The following is a DFT calculation (wB97M-V/def2-TZVPD) of a structure of composition C37H31N6NaO3S.

Summary:
- frontier orbital gap (hartree) = 0.200
- F_max (Eh/bohr) = 0.0588
- net charge = -2
- lowest unoccupied orbital energy (eV) = 3.970
- energy relative to the best compared isomer or geometry (same formula, charge and spin) (kcal per mole) = 39.7
- HOMO energy (eV) = -1.4783

Each line ends with the Mulliken charge.
Atoms and positions in Å:
S -0.921 0.610 4.566  -0.500
Na -0.739 1.813 1.744  0.951
O 1.279 1.095 1.112  -0.716
O 1.337 -5.499 -2.672  -0.768
O -2.392 3.178 0.985  -0.886
N 1.797 3.168 0.155  -0.665
N 1.574 -4.464 -0.693  0.005
N -2.216 -0.344 1.820  0.201
N 0.324 -3.531 -2.568  -0.089
N 1.043 -4.264 2.926  -0.687
N 0.461 3.522 0.286  0.198
C -0.036 4.477 -0.350  -0.732
C 0.719 -2.602 0.690  0.363
C -2.484 0.280 -0.442  -0.422
C 3.375 1.401 0.080  0.358
C 4.438 2.105 -0.570  -0.090
C -2.742 -2.872 5.043  -0.340
C 5.578 1.446 -1.040  -0.697
C 1.477 1.953 -3.692  -1.476
C 0.485 -2.192 1.997  -0.003
C 1.317 0.480 -3.440  0.631
C -1.453 4.906 -0.406  0.512
C 0.644 -3.001 3.098  -0.689
C -1.854 -0.754 4.201  0.293
C -1.842 5.966 -1.263  -0.590
C 1.968 -1.674 -2.509  0.247
C 0.737 -2.194 -2.851  0.456
C 0.105 -0.112 -3.816  -0.606
C 4.808 -0.548 -0.055  -0.283
C -3.812 4.769 0.166  -0.708
C -2.421 -1.150 2.914  -0.502
C -3.254 -2.291 2.808  1.276
C -2.708 -0.663 0.698  1.020
C 1.196 -3.907 0.552  0.332
C 2.037 1.938 0.524  -0.252
C -4.092 5.896 -0.573  -0.216
C -3.103 6.563 -1.255  -0.801
C 1.101 -4.499 -1.991  0.120
C 2.283 -0.345 -2.798  -0.867
C -3.969 -2.423 1.620  -0.971
C -3.643 -1.740 0.522  -0.885
C -2.029 -1.663 5.227  -0.797
C -3.458 -3.132 3.906  -0.942
C 1.367 -4.699 1.689  -0.697
C 5.769 0.142 -0.783  -0.362
C -0.211 -1.399 -3.475  -0.530
C -2.497 4.248 0.281  0.595
C 3.623 0.045 0.339  0.033
H -4.712 -3.224 1.605  0.315
H 6.644 -0.400 -1.206  0.276
H 5.002 -1.633 0.067  0.342
H -1.463 0.090 -0.739  0.145
H -3.392 7.444 -1.782  0.388
H 1.902 -5.660 1.632  0.304
H 1.047 2.141 -4.704  0.453
H -1.190 6.444 -1.964  0.328
H 0.697 5.049 -1.036  0.180
H 3.197 0.217 -2.592  0.112
H -0.651 0.421 -4.385  0.299
H 2.762 -0.556 0.778  0.106
H 0.229 -1.150 2.119  0.296
H -4.524 4.259 0.788  0.370
H 2.190 -5.283 -0.599  0.185
H -0.104 -3.937 -3.383  0.317
H -2.610 -3.640 5.861  0.220
H 0.571 -2.099 -0.257  0.241
H -4.021 -4.046 3.805  0.288
H 4.230 3.159 -0.709  0.435
H -3.077 -0.012 -1.328  0.435
H 6.319 2.055 -1.557  0.339
H 0.944 2.563 -2.873  0.108
H 2.692 -2.240 -1.971  0.599
H 2.508 2.188 -3.642  0.427
H -4.057 -1.871 -0.492  0.292
H -5.090 6.269 -0.755  0.316
H -1.642 -1.425 6.189  0.411
H -1.242 -1.822 -3.632  0.270
H -2.480 1.328 -0.020  -0.207
H 0.354 -2.669 4.076  0.590